Below is C12H26ClNO3P2S in the gas phase, with properties calculated with the ωB97M-V functional and the def2-TZVPD basis.

Last column: Löwdin charge in e.
Cartesian coordinates (Å):
C 2.2802 -2.1674 -0.9729  -0.139
C 2.4616 -0.6219 -0.7364  -0.400
P 0.8693 0.3313 -0.9487  1.027
C 1.3762 1.9017 -1.8287  -0.417
C 2.5948 2.6784 -1.2074  -0.171
C 0.0774 0.7423 0.7580  -0.560
P -0.7841 2.4050 0.4769  0.745
N -1.7587 2.4569 -0.7767  -0.286
C 1.2757 1.0786 1.7457  -0.236
C 1.7165 0.0029 2.7747  -0.688
Cl 0.7724 0.0662 4.3496  0.607
O 1.8409 -1.3136 2.2495  -0.333
S 0.4041 -2.1746 2.3000  0.979
O 0.7110 -3.6136 2.1464  -0.378
O -0.3252 -1.6816 0.8600  -0.332
C -0.8931 -0.3835 1.2066  -0.415
C -2.3198 -0.3712 0.5787  -0.133
C -2.3961 -1.0384 -0.8479  -0.394
C -3.4776 -0.3506 -1.7602  -0.072
C -2.8925 -2.5163 -0.6401  -0.090
H 3.2823 -2.5695 -1.2120  0.073
H 1.5931 -2.3359 -1.8124  0.068
H 1.9710 -2.6515 -0.0376  0.035
H 3.1280 -0.2829 -1.5591  0.079
H 3.0214 -0.4104 0.1935  0.065
H 0.5551 2.6141 -1.9978  0.049
H 1.7110 1.5798 -2.8348  0.073
H 2.2987 3.4396 -0.4627  0.046
H 3.3212 2.0039 -0.7120  0.051
H 3.1697 3.2260 -1.9800  0.069
H 0.2967 3.3328 0.3319  0.009
H -1.4206 2.7713 1.7096  0.022
H -1.7618 1.5464 -1.2298  -0.066
H 2.1890 1.3836 1.2067  0.087
H 0.9837 1.9762 2.3358  0.091
H 2.7390 0.2706 3.0876  0.114
H -1.0527 -0.4291 2.3044  0.096
H -2.8220 0.6082 0.6102  0.092
H -2.9286 -1.0386 1.2223  0.116
H -1.4132 -1.1265 -1.3310  0.075
H -3.9853 -1.1631 -2.3115  0.066
H -4.2423 0.0669 -1.0822  0.082
H -3.0616 0.3863 -2.4599  0.067
H -2.1472 -3.1133 -0.0855  0.071
H -3.1427 -3.0046 -1.5952  0.073
H -3.8146 -2.5108 -0.0253  0.081

Cartesian forces (eV/Å) of the 6 atoms listed first:
C 0.6972 0.9356 0.6255
C 0.3952 -0.1339 -0.2570
P -1.2341 -0.7765 -1.3662
C 1.6045 0.8202 0.6700
C 0.1846 0.1263 -0.0812
C 1.6677 1.2280 0.2172

Results
- 2S+1 = 1
- total energy (hartree) = -2294.27515
- F_max (eV/Å) = 3.0
- M (g/mol) = 361.8
- charge = 0